No. 1
# C25H45N2P3Se2Y

C25H45N2P3Se2Y as an isolated structure in a non-equilibrium geometry (ωB97M-V/def2-TZVPD, the OMol25 dataset).

ΔE to the lowest compared entry with this formula, charge and spin = 0.000 eV
LUMO level = -0.358 hartree

```
! wB97M-V def2-TZVPD RIJCOSX def2/J DEFGRID3
* xyz 3 1
Y -0.557 0.805 0.589
Se 1.591 0.477 -3.918
Se -2.244 0.777 2.855
P -2.022 -0.684 -1.095
P 2.156 1.556 0.497
P 0.893 -1.687 0.526
N 0.094 -0.441 4.142
N -1.614 -1.804 4.031
C -3.264 -1.719 -0.220
C 0.456 -1.594 4.846
C 0.695 -4.210 5.704
C 1.714 -2.398 -0.964
C -0.408 4.025 -4.908
C 1.764 -3.308 5.838
C 2.215 3.279 -0.123
C 0.608 1.855 -4.842
C 0.416 1.711 -6.209
C 3.025 1.752 2.099
C -0.532 3.918 -6.277
C -0.072 -3.173 1.012
C -2.107 4.686 -1.479
C -1.670 -1.928 -2.359
C -0.167 2.738 -6.937
C -3.089 0.433 -2.056
C 2.268 -1.910 1.715
C 1.663 -1.983 5.418
C -2.828 -2.483 3.586
C -0.600 -2.472 4.732
C -0.530 -3.786 5.174
C -1.201 -0.559 3.664
C 0.246 3.036 -4.198
C -2.165 5.663 -2.415
C 3.578 0.900 -0.449
H -2.490 0.955 -2.820
H 1.005 -2.562 -1.785
H 1.882 -2.049 2.741
H -3.476 -1.364 0.798
H -3.050 5.734 -3.084
H 0.584 -4.041 0.813
H 2.446 -1.254 5.559
H 4.432 1.556 -0.224
H -3.633 -1.748 3.499
H 1.442 3.874 0.386
H 3.217 3.677 0.112
H -1.346 -2.872 -1.907
H 0.409 3.167 -3.124
H 2.988 -1.078 1.721
H 2.493 -1.730 -1.351
H -0.834 4.852 -4.340
H -0.913 -1.575 -3.067
H 3.351 0.909 -1.519
H 2.779 -2.845 1.417
H -1.383 6.389 -2.538
H -0.375 2.600 -7.986
H -1.021 -3.272 0.465
H -4.172 -1.669 -0.837
H 3.194 0.790 2.592
H -2.666 -2.963 2.600
H 2.027 3.290 -1.212
H -0.951 4.776 -6.838
H 0.484 -0.476 -4.139
H -2.938 -2.766 -0.181
H -2.632 -2.095 -2.881
H 3.800 -0.137 -0.172
H 0.859 -5.218 6.110
H -1.449 -4.378 5.153
H 0.669 0.366 3.985
H 2.666 -3.663 6.345
H 3.989 2.232 1.879
H -3.577 1.170 -1.409
H -3.846 -0.212 -2.532
H 2.435 2.377 2.779
H -1.158 4.388 -1.075
H -0.304 -3.146 2.089
H 0.727 0.756 -6.641
H -3.070 4.368 -1.098
H -3.056 -3.226 4.366
H 2.152 -3.359 -0.626
*
```



No. 2
# C25H45O4V

C25H45O4V as an isolated structure in a non-equilibrium geometry (ωB97M-V/def2-TZVPD, the OMol25 dataset).

LUMO level (spin up / spin down) = -0.229 / -0.224 hartree

```
! wB97M-V def2-TZVPD RIJCOSX def2/J DEFGRID3
* xyz 2 3
V 0.314 0.263 -0.464
O -0.986 1.850 0.371
O -0.501 -0.350 1.480
O -1.700 -0.165 -1.192
O 0.135 -1.887 -0.419
C 3.735 -0.618 -0.256
C 1.201 1.880 -1.651
C -0.760 0.646 2.482
C 1.019 -0.393 -4.747
C -2.749 0.754 -0.833
C 4.066 2.968 0.247
C -2.081 -1.551 -1.266
C 2.154 2.466 1.833
C -0.994 0.882 -4.026
C -1.405 1.817 1.761
C -0.034 -2.556 0.860
C 4.100 -0.451 1.219
C 4.958 -0.268 -1.124
C 2.555 2.721 0.377
C 1.861 4.029 -0.027
C 2.135 1.594 -0.588
C -0.802 -2.309 -1.449
C 0.537 0.836 -3.976
C 2.568 0.243 -0.789
C 3.438 -2.109 -0.482
C -2.072 2.064 -0.567
C 1.877 -0.218 -1.973
C 0.176 -1.538 1.946
C 1.122 0.807 -2.563
C 1.084 2.101 -4.653
H -1.317 1.003 -5.063
H 4.904 -1.148 1.461
H 3.444 -2.384 -1.539
H -1.394 1.730 -3.464
H 2.171 2.165 -4.563
H -2.600 -1.826 -0.347
H -1.447 0.237 3.219
H 0.167 0.913 2.979
H 4.355 3.097 -0.800
H 0.665 -0.337 -5.778
H 2.110 -0.453 -4.773
H 1.226 -1.311 2.116
H 3.262 -0.687 1.882
H 2.480 -2.410 -0.056
H 0.648 3.008 -4.224
H 2.148 4.809 0.680
H -1.115 2.754 2.226
H -3.266 0.370 0.049
H 4.670 2.170 0.673
H -0.955 -3.382 -1.399
H 4.464 0.542 1.463
H -1.440 -0.038 -3.645
H 2.166 4.366 -1.021
H -1.614 2.452 -1.470
H 4.738 -0.418 -2.185
H 5.282 0.762 -0.985
H -1.039 -2.970 0.904
H 4.322 3.888 0.776
H 5.792 -0.924 -0.859
H -0.265 -1.890 2.876
H 2.496 3.291 2.463
H -2.489 1.737 1.788
H 2.554 1.547 2.243
H 0.750 2.846 -1.810
H 0.689 -3.363 0.937
H 2.044 -1.184 -2.423
H 1.065 2.442 1.909
H -3.463 0.853 -1.648
H -0.337 -2.062 -2.398
H 0.833 2.083 -5.715
H 0.631 -1.325 -4.321
H -2.768 2.806 -0.183
H -2.746 -1.719 -2.112
H 4.216 -2.701 -0.001
H 0.771 3.944 -0.002
*
```



No. 3
# C25H46BCl3F3N3O8P2

A 2-piece molecular cluster, C25H46BCl3F3N3O8P2 overall in a non-equilibrium geometry (ωB97M-V/def2-TZVPD, the OMol25 dataset).

LUMO level = -0.089 hartree

```
! wB97M-V def2-TZVPD RIJCOSX def2/J DEFGRID3
* xyz 0 1
Cl 3.290 -1.755 -0.971
Cl -0.722 -1.227 4.936
Cl -0.768 2.590 1.902
P 0.436 1.623 3.335
P 3.100 -2.050 1.095
F -0.911 -2.079 -2.381
F -1.757 -0.047 -2.230
F -2.389 -1.605 -0.810
O 2.195 1.777 0.489
O 3.328 -3.662 1.146
O 3.610 0.934 2.120
O -4.939 -0.665 0.556
O -0.580 1.718 4.590
O 1.225 5.646 -4.113
O -4.416 -2.534 1.710
O 0.780 -0.005 -1.306
N 0.675 4.503 -4.245
N 0.403 -0.015 2.827
N 2.358 -5.620 3.110
C 0.690 3.672 -3.038
C -0.065 4.310 -1.873
C -0.440 4.430 -5.219
C -4.484 -1.308 1.651
C 0.108 2.297 -3.374
C 0.642 -2.380 2.738
C -2.577 -0.023 2.675
C -1.642 3.669 -4.647
C -4.069 -0.380 2.753
C 0.093 3.685 -6.457
C 1.140 -5.945 2.359
C -0.912 5.807 -5.653
C 0.467 -4.779 1.644
C -0.174 -0.688 -0.553
C -1.733 -1.290 2.516
C -1.308 -1.118 -1.500
C -0.147 -3.675 2.522
C 1.488 -3.292 5.061
C -0.331 -1.240 3.146
C 1.355 -0.294 1.853
C 0.361 -1.953 0.127
C 1.766 -2.488 3.782
C -1.306 2.331 -3.975
C 1.232 -1.740 1.397
C 2.145 3.458 -2.622
B 2.411 0.844 1.452
H -2.047 2.133 -3.199
H -1.308 6.376 -4.811
H 2.082 -4.191 5.120
H 0.427 2.677 -6.208
H -1.707 5.690 -6.389
H 0.413 -6.462 2.975
H -2.258 -2.088 3.026
H 0.007 3.654 -1.002
H -0.114 6.386 -6.111
H 2.732 3.072 -3.457
H 0.366 5.273 -1.600
H 3.681 0.233 2.765
H 2.186 2.732 -1.808
H 2.296 -6.052 4.019
H 3.035 2.188 0.273
H -4.997 -1.319 -0.149
H 1.077 -0.591 -2.005
H -0.654 -0.027 0.158
H 0.782 1.801 -4.079
H -4.324 -0.868 3.684
H 2.665 -2.911 3.351
H -2.467 0.577 1.781
H -0.523 -2.536 0.357
H 1.395 -6.647 1.564
H -1.124 4.464 -2.084
H 1.082 -4.393 0.843
H -1.089 -3.428 2.059
H 3.176 -6.023 2.681
H -0.034 1.887 5.362
H -2.362 3.503 -5.450
H -2.334 0.535 3.567
H 2.603 4.385 -2.280
H -0.376 -5.259 1.149
H 1.775 -2.688 5.916
H -1.724 -1.571 1.475
H -0.408 -4.136 3.469
H 2.033 -1.478 4.082
H 2.936 -4.128 0.402
H 0.877 -2.537 -0.627
H -0.681 3.604 -7.223
H -1.406 1.516 -4.694
H -4.664 0.521 2.646
H 0.939 4.223 -6.886
H -2.153 4.312 -3.928
H 0.447 -3.522 5.225
H 0.115 1.677 -2.479
*
```



No. 4
# C25H46Cl2InN2O6P2

C25H46Cl2InN2O6P2 as an isolated structure in a non-equilibrium geometry (ωB97M-V/def2-TZVPD, the OMol25 dataset).

LUMO level = 0.028 hartree

```
! wB97M-V def2-TZVPD RIJCOSX def2/J DEFGRID3
* xyz -1 1
In -0.513 -0.775 -0.441
Cl 0.260 -0.134 -2.653
Cl 0.769 -2.246 1.104
P 4.296 0.375 -1.245
P -3.128 -0.943 -1.226
O -2.365 3.092 6.785
O 0.168 0.686 0.744
O -2.707 4.252 4.924
O 0.971 -0.452 6.815
O 1.857 -1.090 4.927
O -0.486 2.855 0.646
N 1.075 -0.372 5.574
N -2.140 3.346 5.578
C -4.102 -1.840 0.070
C -3.913 0.738 -1.573
C -0.351 1.673 2.761
C -5.415 0.790 -1.915
C 2.792 2.604 -1.517
C -3.629 -3.299 0.239
C -3.576 1.767 -0.479
C -4.822 -2.525 -3.028
C 3.400 -2.169 -1.913
C -0.549 1.468 5.595
C -4.041 -1.122 1.427
C 4.396 -1.208 1.082
C -0.243 1.822 1.261
C 0.263 0.578 4.875
C 5.325 2.874 -1.911
C 5.532 -1.344 -3.061
C -2.320 -2.556 -3.317
C 4.148 -0.953 -2.483
C -1.180 2.517 4.887
C -1.024 2.668 3.485
C 4.091 1.974 -2.037
C -3.529 -1.710 -2.882
C 0.312 0.629 3.458
C 3.910 1.295 1.357
C 4.613 0.207 0.529
H -4.213 -3.763 1.054
H 1.911 1.958 -1.676
H 4.222 1.212 2.407
H -2.563 -3.361 0.504
H 2.622 3.557 -2.036
H -4.810 -3.025 -4.014
H -4.914 -3.318 -2.274
H 3.134 -2.856 -2.736
H 5.702 0.403 0.606
H -5.152 -1.847 -0.293
H -3.352 1.009 -2.486
H -1.432 -1.904 -3.346
H -4.461 -0.106 1.377
H 3.943 1.748 -3.107
H 6.241 2.372 -2.273
H -3.794 -3.924 -0.648
H -5.764 1.836 -1.911
H 5.173 3.768 -2.523
H 6.273 -1.478 -2.257
H -3.017 -1.067 1.838
H 5.475 3.210 -0.880
H 2.475 -1.882 -1.388
H 5.919 -0.594 -3.769
H 4.750 -1.268 2.120
H 4.920 -1.969 0.500
H 2.821 1.147 1.333
H -5.666 0.390 -2.906
H -2.141 -3.378 -2.600
H -6.020 0.250 -1.176
H 3.517 -0.519 -3.281
H -4.666 -1.686 2.136
H 3.327 -1.453 1.099
H -3.607 -0.855 -3.579
H -5.734 -1.916 -2.994
H 2.855 2.823 -0.446
H -2.525 -2.963 -4.328
H -1.411 3.545 2.959
H -0.725 1.343 6.657
H -3.387 2.743 -0.960
H -2.654 1.531 0.078
H 0.890 -0.140 2.944
H -4.412 1.881 0.239
H 4.042 -2.728 -1.213
H 4.130 2.311 1.008
H 5.451 -2.293 -3.604
H -1.516 -2.217 -0.599
*
```



No. 5
# C25H46GaP2

C25H46GaP2 as an isolated structure in a non-equilibrium geometry (ωB97M-V/def2-TZVPD, the OMol25 dataset).

ΔE to the lowest compared entry with this formula, charge and spin = 0.000 eV
LUMO level (spin up / spin down) = -0.088 / -0.112 hartree

```
! wB97M-V def2-TZVPD RIJCOSX def2/J DEFGRID3
* xyz 1 1
Ga -0.521 0.721 0.889
P 1.547 1.659 0.380
P -1.560 0.402 -1.049
C -1.739 -3.121 2.781
C 3.018 -1.410 3.602
C -1.830 -1.012 5.122
C 1.083 0.023 5.634
C -0.583 -2.364 3.301
C 0.688 -0.946 4.594
C -1.879 1.104 -4.044
C 2.725 0.387 -0.154
C -1.912 -0.237 -3.939
C 0.732 2.504 -1.033
C -0.629 -1.425 4.368
C 1.554 -1.592 3.670
C 1.020 -0.066 -4.001
C -3.358 0.568 -1.085
C 1.277 -3.359 1.809
C 0.313 -0.725 -5.146
C 0.766 -2.466 2.867
C 1.184 1.267 -3.910
C -0.851 -1.258 -1.380
C 0.372 2.284 -4.675
C -1.088 1.871 -5.061
C -1.145 -1.162 -4.842
C 2.357 2.869 1.446
C -1.228 1.617 2.499
C -0.555 1.844 -1.663
H 0.034 -1.445 -0.754
H 0.891 2.558 -5.611
H -2.743 -1.369 4.627
H -1.597 -2.026 -1.137
H -2.685 -0.733 -3.333
H 0.311 -0.083 -6.036
H 3.471 0.818 -0.837
H 3.428 -1.816 2.670
H -3.802 -0.221 -0.456
H -1.825 -1.425 6.145
H -0.239 1.363 -2.588
H 3.287 -0.346 3.667
H -1.533 -3.524 1.782
H -1.639 2.810 -5.241
H -1.677 -1.277 -5.804
H 0.322 3.215 -4.083
H -2.115 1.066 2.832
H -1.986 -3.973 3.434
H 2.209 -0.443 -0.658
H 1.117 -0.446 6.630
H -3.640 1.542 -0.659
H -1.129 -2.168 -4.398
H 0.878 -1.632 -5.434
H 3.524 -1.922 4.436
H -1.501 2.664 2.311
H -0.471 1.578 3.292
H -0.549 -1.392 -2.425
H 1.574 -0.739 -3.342
H -2.580 1.708 -3.449
H 3.002 2.351 2.173
H 2.127 -2.906 1.279
H 1.607 3.450 1.999
H 3.237 -0.016 0.735
H 1.630 -4.316 2.226
H 0.498 -3.592 1.073
H -3.785 0.491 -2.092
H 2.040 1.671 -3.357
H -1.066 1.350 -6.028
H -1.257 2.634 -1.960
H -1.889 0.085 5.212
H 2.080 0.430 5.429
H -2.632 -2.486 2.723
H 2.971 3.551 0.840
H 0.467 3.523 -0.706
H 0.370 0.857 5.694
H 1.509 2.604 -1.803
*
```



No. 6
# C25H46MnP2

C25H46MnP2 as an isolated structure in a non-equilibrium geometry (ωB97M-V/def2-TZVPD, the OMol25 dataset).

ΔE to the lowest compared entry with this formula, charge and spin = 11.223 eV
LUMO level (spin up / spin down) = -0.118 / -0.141 hartree

```
! wB97M-V def2-TZVPD RIJCOSX def2/J DEFGRID3
* xyz 1 5
Mn -0.531 0.530 -3.772
P -2.569 0.684 -3.394
P 1.752 1.801 -1.866
C 2.470 2.657 -0.479
C 0.319 -0.940 -6.149
C -1.848 1.132 -5.141
C -0.823 -0.891 1.150
C 1.122 -2.995 -1.076
C -0.773 -1.762 0.056
C 0.608 -1.819 -0.381
C 0.501 -0.401 1.370
C 1.070 1.116 -4.911
C -0.961 1.117 -1.336
C 2.846 -1.024 0.551
C -1.992 -0.640 2.004
C -1.009 1.744 -6.288
C -4.159 0.360 -2.906
C -0.548 2.589 -3.186
C -1.862 -2.657 -0.336
C -0.777 -1.532 -3.181
C 0.875 -0.303 -4.880
C 1.389 -1.000 0.448
C -1.857 -0.366 -4.946
C 0.518 1.969 -6.051
C 3.163 0.863 -2.656
C 0.699 3.184 -2.613
C 0.894 0.457 2.491
C -1.209 -1.157 -6.070
H 1.032 1.872 -7.010
H 1.279 3.659 -3.434
H -1.444 -2.213 -5.892
H 1.701 1.140 2.190
H 3.246 -0.033 0.751
H 1.725 3.322 -0.034
H 0.784 -1.913 -6.344
H -0.352 -2.123 -4.017
H -1.686 -0.868 -7.013
H -1.653 -3.266 -1.227
H -2.758 -0.985 -4.694
H -1.462 2.714 -6.473
H 3.321 3.230 -0.851
H -0.254 2.252 -4.170
H -1.444 3.221 -3.425
H -1.356 2.159 -1.276
H -1.897 0.357 2.430
H -2.906 -0.697 1.419
H -4.756 0.305 -3.799
H -0.067 1.022 -0.676
H 1.877 1.625 -4.369
H -2.093 -1.345 2.835
H 2.778 1.930 0.276
H 1.234 -0.100 3.383
H 0.031 1.069 2.785
H 2.054 -2.836 -1.636
H -4.411 1.182 -2.229
H -1.746 0.411 -1.003
H 0.352 3.886 -1.834
H -4.112 -0.582 -2.345
H -1.175 1.092 -7.143
H -0.227 -1.822 -2.286
H 3.656 1.477 -3.430
H 3.335 -1.442 -0.326
H 3.126 -1.652 1.403
H -1.812 -1.921 -3.034
H 0.527 -0.336 -7.045
H 0.674 3.014 -5.772
H 1.327 -3.712 -0.264
H 3.855 0.544 -1.858
H -2.031 -3.372 0.489
H -2.816 -2.113 -0.474
H -2.785 1.757 -5.110
H 1.577 -0.917 -4.318
H 2.769 -0.058 -3.124
H 0.401 -3.486 -1.748
*
```